P.
# C2H11N2O2

A 3-piece molecular cluster, C2H11N2O2 overall (ωB97M-V/def2-TZVPD, the Open Molecules 2025 dataset).

Each line ends with the Mulliken charge.
CARTESIAN COORDINATES (ANGSTROEM)
1 C -0.0691 0.0909 0.1110  -0.06
2 C -0.2852 0.7039 -1.0723  -0.55
3 N -1.2044 1.8787 -1.0642  -0.31
4 N 0.7181 -0.8908 0.5078  -0.26
5 H -0.6957 0.4633 0.9136  0.33
6 H 0.1594 0.5259 -2.0356  0.36
7 H -0.9334 2.4714 -1.8437  0.37
8 H -2.1604 1.5287 -1.1516  0.35
9 H -1.1853 2.4630 -0.2257  0.35
10 H 1.3408 -1.4467 -0.0616  0.20
11 H 0.6260 -1.2305 1.4450  0.23
12 H 0.4512 -1.9303 -2.3066  0.30
13 H 1.0809 -3.3427 -2.0040  0.31
14 O 0.9595 -2.4471 -1.6788  -0.63
15 H -0.4165 0.3342 3.7200  0.31
16 H 0.4573 1.4713 3.3269  0.29
17 O -0.0954 0.7838 2.9259  -0.60

Calculated values
E_LUMO: -0.1190 Ha
2S+1: 1
charge: +1
gap between HOMO and LUMO: 9.1 eV

***

Q.
# C2H11N2O2

A 3-piece molecular cluster, C2H11N2O2 overall (ωB97M-V/def2-TZVPD, the Open Molecules 2025 dataset).

Each line ends with the Mulliken charge.
CARTESIAN COORDINATES (ANGSTROEM)
1 C 0.5978 0.3234 -0.0934  -0.12
2 C -0.2227 1.2877 0.3587  -0.48
3 N 0.1069 2.7136 -0.0366  -0.35
4 N 0.1302 -0.9187 -0.4141  -0.27
5 H 1.6972 0.3062 -0.1030  0.34
6 H -1.1367 1.2973 0.9239  0.38
7 H 0.7574 3.0730 0.6732  0.36
8 H -0.6873 3.3554 -0.0112  0.35
9 H 0.5156 2.7795 -0.9713  0.37
10 H -0.8785 -1.0627 -0.3079  0.25
11 H 0.7675 -1.6702 -0.2006  0.24
12 H -3.0527 -1.5658 -1.2645  0.30
13 H -3.3310 -0.1692 -0.5596  0.30
14 O -2.6579 -0.8123 -0.7974  -0.65
15 H 3.0919 -2.8049 1.3625  0.33
16 H 2.1311 -3.3855 0.3592  0.33
17 O 2.1712 -2.7468 1.0818  -0.66

Calculated values
E_LUMO: -0.1238 Ha
2S+1: 1
charge: +1
gap between HOMO and LUMO: 9.0 eV

***

R.
# C2H11N2O2

A 3-piece molecular cluster, C2H11N2O2 overall (ωB97M-V/def2-TZVPD, the Open Molecules 2025 dataset).

Each line ends with the Mulliken charge.
CARTESIAN COORDINATES (ANGSTROEM)
1 C -0.1990 -0.2107 0.1296  -0.11
2 C -0.2619 -0.3164 1.4865  -0.02
3 N -1.3814 -0.3799 2.3247  -0.49
4 N 1.0261 0.0516 -0.4903  -0.40
5 H -1.0201 -0.2194 -0.7129  0.03
6 H 0.6578 -0.2474 2.0841  0.27
7 H -1.3056 -0.7697 3.2581  0.27
8 H -2.2849 -0.7920 2.1471  0.26
9 H 1.7369 -0.6692 -0.7164  0.34
10 H 1.5664 0.8601 0.0979  0.43
11 H 0.8964 0.5214 -1.4572  0.41
12 H 2.4328 3.1312 -0.9990  0.31
13 H 2.3465 3.0574 0.5230  0.34
14 O 2.2962 2.4891 -0.3014  -0.67
15 H -2.3504 -1.3870 -1.8737  0.33
16 H -2.2286 -2.5890 -2.9497  0.33
17 O -1.6954 -1.9187 -2.4409  -0.63

Calculated values
E_LUMO: -0.1152 Ha
2S+1: 1
charge: +1
gap between HOMO and LUMO: 9.7 eV

***

Which of them is the most stable, and which is the least stable? P and R, in that order.

***

P.
# C2H9NS2

A 2-piece molecular cluster, C2H9NS2 overall (ωB97M-V/def2-TZVPD, the Open Molecules 2025 dataset).

Each line ends with the Mulliken charge.
CARTESIAN COORDINATES (ANGSTROEM)
1 C -2.4894 0.4039 0.8420  -0.56
2 N -2.5675 -0.6621 1.8396  -0.52
3 H -3.2731 1.1227 1.0578  0.32
4 H -2.6776 -0.0776 -0.1251  0.27
5 H -1.5465 0.9485 0.6586  0.09
6 H -1.8661 -1.3747 1.6652  0.18
7 H -2.3334 -0.2876 2.7534  0.23
8 C 3.1795 0.6357 -1.1600  -0.75
9 S 1.3917 0.5269 -0.9939  0.37
10 S 0.9651 -1.1362 -1.9933  0.04
11 H 3.5616 -0.1768 -1.7815  0.36
12 H 3.5917 0.4587 -0.1637  0.34
13 H 3.4858 1.5835 -1.5972  0.34
14 H 0.5781 -1.9649 -1.0019  0.29

Calculated values
E_LUMO (spin up / spin down): -0.1795 / -0.3315 Ha
2S+1: 2
charge: +1
gap between HOMO and LUMO (spin up / spin down): 7.3 / 3.2 eV

***

Q.
# C2H9NS2

A 2-piece molecular cluster, C2H9NS2 overall (ωB97M-V/def2-TZVPD, the Open Molecules 2025 dataset).

Each line ends with the Mulliken charge.
CARTESIAN COORDINATES (ANGSTROEM)
1 S -2.8108 -0.5279 1.1018  -0.06
2 S -2.9402 -0.1182 -1.0384  -0.18
3 H -1.6612 0.0813 1.4526  0.05
4 H -2.4368 -1.3664 -1.2490  0.21
5 C 1.2946 -0.8247 0.5364  -0.61
6 N 1.1974 -0.0432 -0.7623  0.02
7 C 0.8296 1.3239 -0.3943  -0.64
8 H 1.3497 -1.8472 0.2490  0.34
9 H 2.2056 -0.5561 1.1179  0.34
10 H 0.4059 -0.7184 1.1956  0.25
11 H 0.3579 -0.4360 -1.2696  0.34
12 H -0.1138 1.3640 0.1707  0.29
13 H 0.7209 1.8963 -1.3267  0.31
14 H 1.6012 1.7727 0.2163  0.35

Calculated values
E_LUMO (spin up / spin down): -0.1337 / -0.3338 Ha
2S+1: 2
charge: +1
gap between HOMO and LUMO (spin up / spin down): 9.8 / 4.3 eV

***

Which of them is the most stable, and which is the least stable? P and Q, in that order.